No. 1
12
Properties=species:S:1:pos:R:3:mulliken_charge:R:1 method="wB97M-V/def2-TZVPD" total_charge=-1 orbital_gap_ev=6.94 e_tot_ha=-210.96190 e_above_lowest_ev=0.608
H -0.116 -1.615 -1.016 0.24
H -1.810 -1.292 -0.590 0.21
H 0.809 0.245 1.840 0.32
O 0.937 2.464 -0.608 -1.14
H 1.049 -1.261 0.929 0.26
C 0.295 -0.523 1.265 -0.85
H -0.962 -0.188 -1.744 0.31
C -0.860 -0.821 -0.862 -0.82
H -0.394 -1.069 1.926 0.23
H 1.513 3.004 -1.167 0.13
N -0.422 0.087 0.186 -0.30
H -0.038 0.970 -0.159 0.41

---

No. 2
147
Properties=species:S:1:pos:R:3:mulliken_charge:R:1 method="wB97M-V/def2-TZVPD" total_charge=+1 orbital_gap_ev=7.91 e_tot_ha=-9991.59131 e_above_lowest_ev=0.228
H 3.646 -1.185 -3.159 0.49
C -2.487 -3.070 -4.640 0.20
S -2.073 0.097 -1.584 0.11
C -1.621 -0.748 2.515 1.38
H -1.291 1.186 -5.396 0.66
H 1.802 3.813 -4.281 0.72
H -4.153 4.520 -1.574 0.62
H 2.854 -5.059 2.210 0.36
H 0.795 -3.414 -4.381 0.12
N 1.116 -0.749 -4.354 0.98
H 3.598 0.153 0.509 -0.22
As 1.976 -2.465 0.585 1.37
C -2.721 -1.091 4.730 -0.47
C 3.610 0.653 4.903 -0.89
N 0.018 1.022 -3.697 0.30
H -6.834 1.640 -1.380 0.45
H -0.673 -1.067 2.970 -1.43
C -2.231 3.884 -2.407 -1.41
H -4.983 0.739 6.443 0.42
H -1.968 4.164 5.732 0.44
H -2.633 -6.255 -3.493 0.47
H 4.856 5.002 -0.761 0.53
C 0.997 0.161 -3.344 -0.62
H -3.911 0.504 0.593 0.37
H -5.613 1.388 -2.638 0.33
B -0.306 2.461 -3.198 0.46
C -2.047 -4.637 -6.414 -0.54
C 2.680 4.393 -2.351 -0.65
N -1.758 -2.230 0.682 0.62
H 0.534 -4.297 1.445 0.47
C -0.643 4.020 4.053 -0.50
H -6.116 2.647 0.856 0.52
C 1.505 -3.052 -5.126 -1.59
H 2.782 -5.685 -1.605 0.43
H -5.273 3.982 0.087 0.39
H 3.992 -1.706 7.297 0.41
S 1.812 1.075 2.944 0.46
C -4.120 1.285 4.568 -0.45
H 3.877 3.773 1.916 0.56
O 1.220 0.052 1.981 1.52
C 4.274 -0.704 0.571 -0.97
C -2.528 -2.870 -0.102 -1.47
H 1.007 -1.428 4.232 0.74
H 1.010 4.847 1.195 0.30
C 4.076 5.524 -0.205 -2.39
H 3.639 -3.346 -1.077 0.62
H 1.680 -5.076 3.514 0.42
H 4.333 -2.705 1.404 0.86
C 3.487 3.421 0.958 -1.19
H 5.208 -0.368 1.025 0.42
C 1.218 -3.631 1.975 -0.09
H 0.584 -3.002 2.603 -0.26
C -3.239 0.938 3.545 0.61
H -1.765 4.737 -2.869 0.67
H 2.467 -0.997 -6.698 0.38
C -2.160 -3.225 -1.467 0.38
H 1.616 6.306 0.405 0.46
C -0.494 0.639 -4.923 -1.71
H -2.086 -2.507 -6.668 0.47
H 0.062 -1.034 -6.224 0.77
C -2.436 1.767 -1.770 -1.02
C 2.431 -1.694 5.825 -1.38
Sc -0.010 -0.175 0.178 -1.28
H -3.716 -1.394 6.607 0.45
C 1.880 -1.034 4.739 0.28
H 3.740 6.391 -0.776 0.51
N -3.534 2.453 -1.355 0.78
C -2.961 -3.843 -2.321 -0.88
C 1.909 5.419 0.971 -1.50
H -3.532 -3.154 0.215 0.39
H -6.078 3.031 -2.162 0.37
H -2.167 -2.024 4.783 0.47
H -4.577 -0.168 -0.903 0.42
C -5.162 2.953 0.426 -1.69
C -2.192 -3.329 -5.971 -0.60
H 3.498 -0.233 -5.476 0.35
C 1.156 3.275 -1.155 -1.24
C 2.210 -4.423 2.819 -1.58
H 1.979 -2.610 6.183 0.50
N 2.258 4.076 -1.067 0.59
N -1.629 2.638 -2.403 0.69
O -3.095 1.817 2.526 -0.46
H 2.719 2.676 1.142 -0.01
C -3.586 -0.742 5.753 -0.94
C 2.119 -4.885 -1.267 -1.10
H 3.531 5.011 -2.554 0.55
H 4.520 5.890 0.720 0.46
H -4.403 2.917 1.208 0.26
C 3.565 -1.184 6.451 -0.72
C 3.047 -1.176 -5.792 -1.83
H 5.042 0.373 6.473 0.45
C -4.816 1.992 -0.713 1.49
C 4.155 -0.016 5.991 -0.73
H 2.269 -3.816 -5.278 0.53
C -4.722 0.586 -0.132 -2.01
C 3.660 -1.848 1.378 -0.72
C -2.201 -5.689 -5.520 -0.59
C 2.912 -3.868 -0.454 -1.08
H -0.857 5.016 3.687 0.50
H 1.321 -5.344 -0.681 0.25
H 3.775 -2.839 -3.782 0.77
H -5.668 0.393 0.377 0.65
H 2.856 -3.765 3.401 0.27
H 4.065 1.562 4.525 0.51
C -2.544 -0.274 3.615 -0.42
C 3.077 -2.058 -3.475 -2.23
C 0.266 3.222 3.375 -0.75
H 4.493 -1.006 -0.456 0.23
C 2.184 -1.757 -4.669 1.46
H 0.117 0.457 5.364 0.27
C -2.507 -5.433 -4.190 -0.56
H 2.367 5.743 1.907 0.46
C -5.899 2.019 -1.794 -1.78
C 2.475 0.137 4.295 0.23
H 0.969 -2.933 -6.068 0.54
C -4.295 0.452 5.658 -0.65
C 0.528 1.938 3.838 0.73
H 1.665 -4.447 -2.151 0.04
C -0.094 1.449 4.983 -0.02
H 0.763 3.584 2.486 0.24
H 3.848 -1.876 -6.034 0.46
N -2.223 -1.957 1.933 -0.42
C -3.407 3.773 -1.772 -0.65
S 1.829 0.184 -1.826 0.25
C 1.831 3.801 -3.205 -1.31
H -3.942 -4.136 -1.950 0.48
H -1.482 1.880 6.544 0.44
H -2.404 1.459 1.926 -0.42
C -2.646 -4.123 -3.743 0.11
H 3.485 -1.549 2.404 0.00
C -0.989 2.259 5.658 -0.82
C -1.264 3.540 5.195 -0.78
H -4.650 2.227 4.487 0.52
C 2.920 4.599 0.171 1.51
N 0.887 3.120 -2.463 0.39
H 3.486 -4.391 0.310 0.74
H -2.583 -2.049 -4.286 0.42
H -1.819 -4.837 -7.453 0.42
C 0.174 -0.446 -5.331 -0.53
H 4.301 2.953 0.399 0.50
S 0.258 2.587 0.150 0.50
Br -0.421 -2.697 -1.987 0.43
O -1.371 0.194 1.528 2.52
H -0.446 3.107 -4.209 -0.24
H 2.505 -2.413 -2.622 0.25
H -3.231 -2.004 2.039 0.52
H -2.090 -6.711 -5.859 0.42

---

No. 3
95
Properties=species:S:1:pos:R:3:mulliken_charge:R:1 method="wB97M-V/def2-TZVPD" multiplicity=4 total_charge=+3 orbital_gap_ev="6.29 / 5.95" e_tot_ha=-3002.73402 e_above_lowest_ev=0.000
H -5.848 4.414 2.063 0.31
H 0.978 3.098 -0.279 0.82
C -0.475 3.695 -1.869 -0.50
C 0.720 -0.754 4.217 -1.42
O -3.258 5.016 -0.126 -0.66
N -0.431 1.553 -1.063 0.55
N 2.147 0.126 -2.408 -0.23
H -3.159 -2.959 3.621 0.39
H 0.891 -1.828 4.080 0.09
H -3.885 -4.046 2.406 0.36
O 0.052 -0.557 1.883 1.07
C 0.918 0.068 2.916 1.30
C -1.526 1.684 -1.896 0.27
H -4.648 2.934 -2.679 0.53
H 6.242 0.409 -0.966 0.41
C 3.491 -0.021 -2.295 0.46
N -1.573 2.947 -2.369 0.22
H -0.713 1.438 3.351 0.32
H 2.349 0.819 1.471 -0.14
H 6.186 -1.012 -3.106 0.34
C -5.966 3.607 1.310 -0.87
H 5.644 0.702 -3.231 0.35
H 5.620 -0.410 -4.685 0.47
H -2.726 0.087 -1.212 -0.14
C -2.831 -2.208 1.531 1.60
C 2.919 -4.189 0.617 -1.68
H 2.553 -0.846 1.898 0.07
H 3.693 2.069 0.177 0.19
N -0.118 4.982 -2.137 0.96
H -3.447 -3.607 0.053 0.37
Si -0.061 -2.067 1.178 0.14
H -4.630 -2.508 2.754 0.44
C 5.492 -0.325 -3.629 -1.03
O -0.900 5.753 -2.857 -0.56
C 0.801 -5.331 1.235 -1.52
H 4.007 -2.339 -4.632 0.40
S -4.001 3.857 -0.629 1.20
H 2.994 -0.931 -5.059 0.41
C 1.798 -4.279 1.694 1.49
H 0.899 1.868 4.075 0.48
H -2.438 -0.510 2.826 0.18
H -3.969 -0.447 1.896 0.70
H 1.449 -4.331 3.792 0.34
H 2.605 -3.824 -0.334 0.37
H 3.727 -3.560 0.924 0.38
H 1.356 -0.305 4.970 0.60
H 5.380 -1.146 -0.815 0.41
H -4.502 4.675 -2.835 0.57
O 0.984 5.431 -1.738 -0.53
C -5.720 4.035 -0.157 -0.65
C -3.661 -2.986 2.630 -1.66
H -5.256 2.829 1.582 0.12
H 3.245 -5.193 0.422 0.48
H -2.466 -0.065 1.113 0.04
H 2.512 -1.984 -3.701 0.37
H 3.055 0.390 3.085 0.60
H -2.076 -0.132 -2.934 0.42
C 3.369 -1.543 -4.226 -1.16
C -3.421 -2.532 0.132 -1.47
C 2.303 -4.491 3.121 -1.52
H -6.319 3.495 -0.882 0.43
O -3.522 2.561 -0.158 -0.57
C 0.202 2.838 -0.997 -0.37
H -6.984 3.164 1.445 0.34
H 1.818 0.008 -3.384 0.35
C -2.644 3.576 -3.207 -1.01
H -2.808 -2.072 -0.638 0.16
C -3.950 3.781 -2.469 -0.84
H -0.152 -5.261 1.771 0.29
H 0.680 -5.193 0.163 0.36
N 4.152 0.554 -1.261 0.37
H 3.109 2.337 -1.493 0.46
H 3.143 -3.824 3.351 0.28
C -2.466 0.575 -2.145 -0.88
C 0.372 1.489 3.196 -1.23
Re 0.780 0.011 -0.979 0.44
C 5.325 -0.073 -0.620 -1.16
H -2.148 4.540 -3.490 0.52
C 2.326 0.087 2.309 -1.00
H -0.314 -0.578 4.625 0.35
H -3.412 0.984 -2.489 0.33
H 5.294 0.136 0.481 0.32
C -2.895 -0.722 1.863 -1.44
H 0.592 2.191 2.348 0.09
H 2.603 -5.524 3.246 0.49
H -5.921 5.098 -0.293 0.46
H 4.771 2.585 -1.084 0.39
N 4.122 -0.720 -3.288 0.14
H -4.466 -2.184 0.072 0.42
C 3.919 1.957 -0.900 -1.02
S 0.031 -2.061 -0.915 -0.61
H 1.233 -6.295 1.445 0.55
O -1.510 -2.694 1.567 -0.36
H -2.717 3.016 -4.137 0.34
O 1.086 -3.002 1.790 -0.23